Entry 1:
20
Properties=species:S:1:pos:R:3:forces:R:3:mulliken_charge:R:1 method="wB97M-V/def2-TZVPD" homo_lumo_gap_ev=7.35 charge=+1
C 1.628 0.689 1.766 -1.2 0.6 -0.2 -0.1794
C 3.117 -0.368 -0.050 -2.6 2.0 3.9 0.5363
C -0.282 -0.523 2.174 0.5 -1.0 1.5 -0.3516
C -3.213 -1.501 0.436 -0.1 2.7 3.6 -1.1418
C 4.228 0.457 -2.335 0.1 0.4 -0.5 -0.8487
C -2.136 -0.391 0.632 -0.3 -1.6 0.9 -0.2575
N 2.517 0.079 0.868 3.0 -1.9 -3.6 -0.0432
O 0.325 0.375 1.337 -0.9 -0.5 0.3 -0.1387
O -1.462 -0.891 1.839 1.4 0.8 -0.1 0.0251
S 3.987 -1.024 -1.242 0.9 0.1 -1.2 -0.0107
H 1.953 0.525 2.797 -0.7 -0.5 -0.1 0.3684
H 1.656 1.730 1.554 0.7 1.1 0.0 0.3215
H -4.082 -1.413 1.167 1.4 -0.1 -0.4 0.2863
H -3.675 -1.320 -0.442 -1.2 -0.2 -3.4 0.4423
H -2.682 -2.397 0.609 0.1 -1.2 -0.4 0.3234
H 3.398 0.542 -3.061 0.2 0.2 0.8 0.3330
H 5.097 0.238 -2.930 0.4 -0.7 -0.2 0.3528
H 4.568 1.388 -1.845 -0.9 -0.6 0.3 0.3494
H -2.334 0.625 0.902 -1.0 0.5 -0.3 0.3728
H -1.405 -0.394 -0.152 0.2 -0.1 -0.6 0.2604


Entry 2:
21
Properties=species:S:1:pos:R:3:forces:R:3:mulliken_charge:R:1 method="wB97M-V/def2-TZVPD" homo_lumo_gap_ev=7.94 charge=+1
C 2.531 -0.608 -0.926 0.4 -3.6 -0.4 -0.7000
C 0.361 -0.533 -2.173 -0.3 -1.8 0.5 -1.0569
C -0.320 1.399 1.568 -1.3 -1.7 2.9 -0.8006
C -1.732 0.907 1.269 0.6 0.6 -1.2 -0.5447
C 0.494 -0.603 0.186 -1.0 2.3 1.2 -0.6537
C -0.226 0.145 -0.920 1.3 -2.1 0.1 1.2594
N 1.693 -1.247 -1.770 2.0 2.6 0.3 0.4391
O 1.929 -2.393 -2.139 -1.1 -0.4 -0.2 -0.5274
O -0.235 1.474 -1.003 0.8 3.2 -2.7 -0.5428
S 0.753 -0.041 1.783 0.2 0.3 -0.4 0.0483
S -1.750 -0.437 -0.053 -0.9 0.3 0.5 -0.0819
H 2.566 0.391 -0.701 -0.6 2.4 -0.1 0.4730
H 3.341 -1.232 -0.449 -1.1 0.6 -1.0 0.3348
H -0.240 -1.334 -2.600 0.0 -0.1 0.2 0.3439
H 0.495 0.185 -2.945 0.6 0.5 -0.6 0.4738
H 0.001 2.098 0.915 1.3 1.7 -2.1 0.4191
H -0.434 1.940 2.506 0.5 -0.3 0.4 0.4866
H -2.129 0.565 2.214 -0.6 -0.7 -0.2 0.4611
H -2.245 1.820 0.927 -0.3 -0.7 -0.1 0.3467
H 0.619 -1.604 -0.058 -0.1 -1.7 0.4 0.4512
H -0.118 1.863 -1.956 -0.4 -1.4 2.5 0.3711


Entry 3:
21
Properties=species:S:1:pos:R:3:forces:R:3:mulliken_charge:R:1 method="wB97M-V/def2-TZVPD" homo_lumo_gap_ev=9.09 charge=+1
C -1.964 1.701 -0.776 0.6 -0.1 -0.3 0.0521
C -1.297 2.325 -1.567 0.1 -1.0 -0.1 -0.3124
N -0.326 2.764 -2.545 -1.7 -0.2 0.9 -0.2666
S 0.439 4.303 -2.078 0.8 1.2 0.2 0.0129
H -2.459 1.021 -0.052 0.2 1.0 -0.7 0.4348
H -0.741 2.819 -3.487 0.0 0.0 0.2 0.4193
H 0.455 2.087 -2.612 -0.3 0.2 0.2 0.4028
H -0.607 5.204 -2.057 0.1 -1.1 -0.2 0.2485
C 1.887 -2.239 1.949 -0.1 -0.2 0.4 -1.4230
C 0.579 -2.227 1.191 0.9 -0.2 0.3 0.4531
C 0.493 -1.158 0.134 0.2 0.0 -0.5 -0.5239
O -0.910 -0.891 0.081 0.0 0.0 0.1 -0.3049
C -1.419 -1.208 1.305 -0.4 -0.2 0.6 0.6408
O -2.519 -0.918 1.659 0.3 0.2 -0.3 -0.5313
O -0.513 -1.879 2.054 -0.5 0.3 -0.5 -0.3172
H 1.955 -3.133 2.570 0.0 0.0 -0.1 0.3584
H 2.739 -2.232 1.267 -0.1 0.0 0.0 0.3683
H 1.959 -1.383 2.622 0.0 0.1 -0.2 0.3624
H 0.377 -3.216 0.769 -0.1 0.1 -0.1 0.2705
H 0.855 -1.502 -0.835 -0.2 0.0 0.0 0.3328
H 1.016 -0.237 0.407 0.0 -0.1 0.2 0.3225


Entry 4:
24
Properties=species:S:1:pos:R:3:forces:R:3:mulliken_charge:R:1 method="wB97M-V/def2-TZVPD" homo_lumo_gap_ev=10.04
C 2.087 -3.345 -0.020 -0.1 -0.6 0.1 -0.7691
C -2.740 1.991 1.418 0.3 0.2 2.4 -0.3270
C 2.854 -2.320 -0.318 1.6 0.3 -0.2 -0.0842
C -2.158 1.826 0.070 -0.5 -2.7 -0.9 -0.1772
C 2.416 -1.061 -1.097 0.6 -1.2 0.9 -0.4068
C -1.076 2.670 -0.604 1.0 0.1 2.5 -0.6331
N -1.679 0.999 1.161 0.3 2.5 0.1 -0.0258
O -1.424 -0.695 -1.290 1.3 0.0 0.1 -0.6741
O -0.674 -0.430 2.791 0.0 -0.3 0.9 -0.5447
O 0.332 -0.423 0.547 -0.5 0.4 0.0 -0.3248
O 1.079 -1.186 -1.707 1.2 0.6 0.3 -0.4282
P -0.020 -0.304 -0.993 -2.0 0.0 -1.0 1.1226
S 0.236 1.723 -1.541 0.1 0.0 0.1 -0.2533
S -1.153 -0.510 1.445 -0.4 -0.7 0.8 0.6337
H 2.469 -4.204 0.526 0.0 0.2 -0.1 0.2634
H 1.060 -3.420 -0.338 -0.3 0.2 0.0 0.2382
H -3.684 1.562 1.789 0.1 0.1 -1.1 0.2174
H -2.548 2.879 2.082 0.6 -0.9 -0.9 0.1846
H 3.980 -2.402 -0.028 -2.1 0.6 -0.6 0.2451
H -2.830 1.150 -0.536 0.9 1.5 -0.3 0.2822
H 3.207 -0.901 -1.846 -0.8 0.4 -0.1 0.4165
H 2.357 -0.259 -0.353 0.5 0.1 -0.4 0.3095
H -0.519 3.398 0.153 -1.2 -1.8 -1.4 0.3022
H -1.569 3.261 -1.310 -0.5 1.0 -1.3 0.4329


Entry 5:
24
Properties=species:S:1:pos:R:3:forces:R:3:mulliken_charge:R:1 method="wB97M-V/def2-TZVPD" homo_lumo_gap_ev=10.51 smiles="O=C1OC[C@@H](P(=O)(O)O)[C@@H]1O.CC#N"
O -2.748 1.130 2.128 1.7 -2.0 -9.3 -0.5380
C -2.444 0.868 0.834 -0.8 1.4 3.8 0.6014
O -3.368 0.801 -0.347 1.9 -0.4 2.5 -0.3300
C -2.604 0.489 -1.600 1.9 0.3 0.8 -0.3351
C -1.412 -0.475 -0.966 -0.5 0.8 1.9 -0.1296
P -0.115 -1.252 -2.135 0.7 -0.2 -5.2 0.9498
O -0.281 -0.674 -3.612 0.9 -1.8 5.9 -0.6357
O -0.480 -2.987 -2.223 -0.3 3.4 3.0 -0.5371
O 1.528 -1.158 -1.523 -4.2 -1.1 0.7 -0.4754
C -0.922 0.587 0.203 -0.3 0.1 -0.7 -0.3414
O 0.143 0.153 1.119 -3.4 -0.5 0.0 -0.4231
H -3.165 -0.062 -2.466 0.6 1.4 2.1 0.3207
H -2.196 1.578 -1.862 -0.6 -2.8 -0.2 0.2662
H -1.947 -1.311 -0.318 0.9 1.3 -1.6 0.2434
H -0.934 -3.179 -1.328 1.0 0.0 -2.0 0.3614
H 1.493 -1.631 -0.622 0.4 1.0 -1.6 0.3527
H -0.535 1.566 -0.345 -0.9 -2.0 1.3 0.2769
H -0.329 -0.375 1.848 1.1 1.1 -1.3 0.3458
C 3.399 1.516 2.149 0.0 -1.2 0.1 -0.6632
C 3.362 0.004 2.303 -0.2 -8.3 0.8 0.4151
N 3.331 -1.250 2.430 0.2 10.0 -1.1 -0.4980
H 2.395 1.895 1.939 0.1 -0.2 0.0 0.2016
H 3.768 1.976 3.070 0.0 -0.2 -0.1 0.2990
H 4.062 1.791 1.324 -0.1 -0.2 0.1 0.2728